# 1
This record from the OMol25 dataset describes a cluster of 3 separate species, C28H47INO9Si in total. The level of theory is the ωB97M-V functional and the def2-TZVPD basis.

```
87
Properties=species:S:1:pos:R:3:mulliken_charge:R:1
C 1.2045 -4.9143 -0.7081 -0.551
C 2.5230 -4.6386 -1.5420 -0.418
C 2.7311 -3.0707 -1.6091 0.559
O 3.8547 -2.6552 -1.5019 -0.533
O 1.5963 -2.2910 -1.8329 -0.319
C 1.5798 -1.1098 -1.0307 -0.213
C 0.8218 -1.2826 0.3482 -0.693
N 0.5187 0.0818 0.8530 1.570
C 1.3936 0.6984 1.7374 1.216
C 2.7431 0.0242 2.2027 -1.423
C 2.3703 -1.0648 3.3409 -0.301
O 1.0180 -0.8133 3.7397 -0.266
Si 0.2354 -2.1725 4.4548 0.293
C -1.1799 -2.6751 3.2546 -0.496
C 1.3672 -3.6538 4.8089 -0.978
C -0.5125 -1.5854 6.1040 -1.051
C 1.1572 2.0261 2.2903 -0.949
C -0.0588 2.7368 1.9067 -0.854
I -0.3471 4.6853 2.7298 0.188
C -0.9915 2.0605 0.9465 1.402
C -2.2835 2.8476 0.5778 -1.539
O -3.2859 2.5061 1.5838 -0.105
O -3.4567 3.5592 2.4630 -0.428
C -0.6501 0.7259 0.4220 -0.387
C -1.6379 0.1001 -0.6100 0.693
C -1.6677 0.9314 -1.9902 -1.812
C -3.1177 -0.1125 -0.0048 -0.309
C -3.4736 -1.6748 0.0461 -1.243
H 1.1106 -5.9764 -0.3770 0.396
H 1.2443 -4.2483 0.2028 -0.078
H 0.3392 -4.5988 -1.3546 0.208
H 2.3693 -5.0219 -2.5938 0.276
H 3.4333 -5.1608 -1.1570 0.335
H 1.0114 -0.3303 -1.6208 0.092
H 2.5852 -0.6626 -0.8249 0.428
H 1.4971 -1.8560 1.0286 -0.287
H -0.1114 -1.9064 0.2626 -0.083
H 3.1220 -0.5275 1.3035 0.180
H 3.4856 0.7725 2.5660 0.709
H 3.0994 -0.9124 4.1870 0.310
H 2.5120 -2.0699 2.8448 0.278
H -1.6357 -3.6599 3.5368 0.503
H -0.6990 -2.7556 2.2378 -0.203
H -1.9414 -1.8439 3.2109 0.203
H 1.6490 -4.1025 3.8073 0.283
H 0.7967 -4.4493 5.3668 0.361
H 2.3362 -3.3904 5.3066 0.337
H 0.2370 -1.5521 6.9428 0.299
H -1.3078 -2.3135 6.4205 0.317
H -1.0066 -0.5766 5.9890 0.278
H 1.8992 2.4932 2.9710 0.531
H -2.1724 3.9621 0.6033 0.635
H -2.7444 2.5805 -0.4011 0.004
H -3.2732 3.1602 3.3392 0.338
H -1.3377 -0.9355 -0.9397 0.479
H -0.8653 1.7229 -1.9842 0.193
H -1.5607 0.2626 -2.8847 0.336
H -2.6691 1.4382 -2.0839 0.623
H -3.0488 0.2058 1.0659 0.318
H -3.8969 0.4229 -0.5977 0.331
H -4.1076 -2.0039 -0.8125 0.300
H -4.1120 -1.7930 0.9727 0.383
H -2.5703 -2.3149 0.2243 0.227
O 4.4264 3.3015 1.6534 -0.567
C 3.8996 3.9027 0.7579 0.497
O 2.7141 3.5357 0.2053 -0.093
C 2.4167 4.3935 -0.9084 -0.431
C 3.2231 5.6528 -0.6652 -0.537
C 4.4496 5.1190 0.0559 -0.573
H 2.7097 3.8824 -1.8294 0.280
H 1.3452 4.5931 -0.9412 0.276
H 3.4532 6.1994 -1.5794 0.356
H 2.6713 6.3241 -0.0019 0.265
H 5.2286 4.8047 -0.6416 0.285
H 4.8430 5.8388 0.7708 0.318
O -3.4659 1.7636 -4.3981 -0.586
C -3.3294 0.9105 -5.2309 0.614
O -3.6328 -0.3974 -5.0258 -0.360
C -3.2510 -1.1658 -6.1784 -0.395
C -3.1975 -0.1714 -7.3194 -0.502
C -2.7653 1.1045 -6.6174 -0.452
H -2.2791 -1.6273 -5.9829 0.258
H -3.9850 -1.9516 -6.3533 0.301
H -2.5315 -0.4773 -8.1259 0.322
H -4.1967 -0.0371 -7.7412 0.276
H -1.6783 1.1855 -6.5507 0.245
H -3.1873 1.9886 -7.0909 0.309
```

Values from the calculation:
Total charge: +1
E_HOMO (eV): -11.92


# 2
This record from the OMol25 dataset describes a structure of composition C28H48BErIN9O4. The level of theory is the ωB97M-V functional and the def2-TZVPD basis.

```
92
Properties=species:S:1:pos:R:3:mulliken_charge:R:1
Er -0.9847 -1.0491 1.0438 1.033
C -1.6726 2.1890 4.0462 -0.700
N -0.2444 2.3220 3.6688 0.199
C 0.6455 3.3620 4.2724 -1.010
C 0.3334 1.3475 2.9580 0.594
O -0.3532 0.3086 2.5724 -0.380
C 1.8207 1.4129 2.6260 -1.373
O 1.9112 0.9680 1.2805 -0.028
C 2.4026 1.8563 0.2768 -0.996
C 0.7065 0.8157 -1.3141 -0.028
O 0.0589 0.4794 -0.2868 -0.379
N 1.0058 2.0262 -4.0638 0.225
C 0.8300 2.5028 -5.4292 -1.126
C 1.8881 -0.1385 -4.3206 -1.257
H -1.8384 1.6233 4.9584 0.304
H -2.1008 1.5755 3.2521 0.065
H -2.1459 3.1594 4.0736 0.388
H 0.3880 3.6731 5.3124 0.381
H 0.6013 4.2678 3.6027 0.360
H 1.7166 3.0395 4.3316 0.432
H 2.3911 0.7269 3.2901 0.270
H 2.2077 2.4247 2.7517 0.684
H 3.5099 1.6910 0.1659 0.003
H 2.1793 2.8956 0.5608 0.516
H 0.2092 1.7457 -5.9501 0.321
H 1.8091 2.6263 -5.9504 0.360
H 0.2715 3.5123 -5.4367 0.369
H 1.6401 -1.1543 -4.6342 0.266
H 2.6590 -0.1153 -3.5800 0.316
H 2.3419 0.3584 -5.1970 0.503
C 1.2325 -2.5247 2.8694 -1.026
C 1.5531 -3.6208 1.8520 1.823
C 2.8292 -4.4098 2.0430 -1.853
C 1.5477 -3.0425 0.4788 -0.004
C 2.4144 -3.2917 -0.6046 -1.229
C 1.8445 -2.7046 -1.7025 -0.678
N 0.6922 -2.0619 -1.3125 0.510
N 0.5143 -2.3269 0.0217 0.384
B -0.3217 -1.2005 -2.2866 -0.227
N 0.2958 0.3077 -2.4827 0.392
C 0.6851 0.6341 -3.8450 -0.403
C 1.5952 2.8956 -3.2418 -0.903
C 2.2358 2.6453 -2.0211 0.360
N 1.8614 1.5873 -1.1420 0.650
C 3.4680 3.5537 -1.8148 0.140
C 3.2545 4.8898 -1.0330 -1.292
C 4.7460 2.9373 -1.1983 -1.516
N -1.7612 -1.2813 -1.7108 0.547
C -2.6442 -2.1560 -2.2671 -0.720
C -3.9544 -1.9078 -1.8317 -1.121
C -3.7691 -0.7771 -0.9174 0.039
N -2.4811 -0.4475 -0.7985 -0.384
C -4.7698 0.2033 -0.4261 0.930
C -6.2437 -0.2134 -0.6972 -1.824
C -4.4696 0.5633 1.0409 -0.917
H 1.5186 -2.8629 3.8614 0.587
H 0.1488 -2.3610 2.8915 0.141
H 1.6664 -1.5851 2.5998 0.097
H 0.6743 -4.2610 1.9264 -0.513
H 3.7205 -3.7535 1.9976 0.368
H 2.8920 -5.2666 1.3295 0.419
H 2.7821 -4.8879 3.0025 0.472
H 3.3507 -3.8481 -0.5587 0.538
H 2.1359 -2.6944 -2.7245 0.632
H -0.3579 -1.8473 -3.2760 -0.131
H -0.2042 0.4040 -4.4047 0.537
H 1.6674 3.9490 -3.5526 0.572
H 3.7511 3.8139 -2.8854 0.608
H 3.1262 4.7575 0.0241 0.331
H 2.4327 5.4838 -1.4130 0.308
H 4.2054 5.4803 -1.1309 0.407
H 4.7197 3.0554 -0.0724 0.355
H 5.6086 3.5473 -1.5703 0.463
H 4.8995 1.8605 -1.4715 0.263
H -2.2653 -2.8358 -3.0180 0.586
H -4.8367 -2.5256 -1.9171 0.545
H -4.6670 1.1222 -1.0622 0.243
H -6.4706 -1.1319 -0.1399 0.341
H -6.3882 -0.3594 -1.7491 0.442
H -6.9715 0.5063 -0.3629 0.441
H -4.3639 -0.3315 1.6192 0.105
H -5.3759 1.1048 1.3871 0.486
H -3.5126 1.1250 1.1637 0.056
N -3.3145 -3.2670 3.8913 -0.309
C -3.0133 -3.2106 2.6015 0.935
O -2.4242 -2.1239 2.1592 -0.471
C -3.4149 -4.2913 1.7601 -1.405
I -1.9390 -5.9944 1.7023 0.176
H -3.0259 -2.4995 4.4897 0.273
H -3.4911 -4.2019 4.2356 0.250
H -3.4941 -3.9671 0.7121 0.261
H -4.3116 -4.8060 2.1014 0.600
```

Values from the calculation:
Total charge: +2
E_HOMO (spin up / spin down) (eV): -10.69 / -10.69
Multiplicity: 4
<S²>: 3.753


Summary of maximum force in eV Å⁻¹
3.0; 4.0
(order as listed above)
Summary of energy relative to the best compared isomer or geometry (same formula, charge and spin) in kcal/mol
51.8; 71.1
(order as listed above)